Computed, not measured: a cluster of 12 separate species, C52H94ClF6N16O4P in total in a non-equilibrium geometry, with wB97M-V/def2-TZVPD.

```
! RIJCOSX wB97M-V def2-TZVPD def2/J DEFGRID3
* xyz 4 1
C 2.949 -8.065 -5.839
C 2.203 -8.442 -4.514
N 2.309 -9.830 -4.114
C 1.998 -10.998 -4.822
C 2.179 -12.041 -3.968
N 2.522 -11.457 -2.771
C 2.631 -10.125 -2.860
C 2.435 -12.209 -1.494
H 4.000 -7.812 -5.676
H 2.542 -7.169 -6.234
H 3.019 -8.831 -6.627
H 1.154 -8.180 -4.690
H 2.439 -7.878 -3.600
H 1.796 -10.878 -5.862
H 2.112 -13.045 -4.185
H 2.787 -9.424 -2.015
H 2.947 -11.676 -0.698
H 2.898 -13.184 -1.697
H 1.365 -12.327 -1.276
C -17.738 1.641 5.812
C -17.015 2.649 6.684
N -16.031 3.417 5.851
C -15.108 4.240 6.367
C -14.511 4.905 5.360
N -15.111 4.466 4.216
C -16.040 3.554 4.495
C -14.602 4.825 2.877
H -18.168 1.919 4.878
H -18.489 1.142 6.385
H -17.148 0.829 5.519
H -16.472 2.145 7.543
H -17.716 3.380 7.064
H -15.034 4.482 7.431
H -13.772 5.683 5.424
H -16.640 3.006 3.804
H -13.510 5.048 2.973
H -15.121 5.681 2.492
H -14.563 4.028 2.145
C -3.382 -7.026 5.295
C -3.881 -6.991 3.885
N -2.700 -7.148 2.948
C -1.572 -7.845 3.304
C -0.639 -7.532 2.335
N -1.190 -6.673 1.443
C -2.424 -6.498 1.803
C -0.599 -6.339 0.204
H -2.576 -6.284 5.562
H -2.977 -8.045 5.486
H -4.194 -6.882 5.990
H -4.267 -5.979 3.640
H -4.682 -7.650 3.627
H -1.535 -8.518 4.159
H 0.353 -7.862 2.202
H -3.100 -5.967 1.213
H -0.369 -7.199 -0.390
H 0.323 -5.822 0.337
H -1.241 -5.601 -0.265
C 7.190 -4.235 -1.296
C 8.373 -3.299 -1.235
N 8.626 -2.472 -2.438
C 9.113 -2.922 -3.630
C 9.576 -1.870 -4.374
N 9.315 -0.746 -3.580
C 8.808 -1.156 -2.409
C 9.688 0.664 -3.936
H 6.241 -3.711 -1.597
H 7.090 -4.772 -0.315
H 7.437 -4.904 -2.100
H 9.272 -3.854 -1.069
H 8.274 -2.526 -0.405
H 9.126 -3.910 -3.985
H 9.982 -1.850 -5.328
H 8.547 -0.435 -1.722
H 10.186 0.633 -4.870
H 10.402 1.010 -3.204
H 8.803 1.340 -4.087
C 4.958 4.750 -0.536
C 5.419 5.559 0.680
N 5.587 6.935 0.282
C 6.778 7.645 0.291
C 6.471 8.918 0.000
N 5.135 8.961 -0.184
C 4.600 7.790 0.067
C 4.439 10.162 -0.703
H 5.520 5.054 -1.436
H 3.892 4.865 -0.687
H 5.159 3.735 -0.296
H 6.430 5.210 0.967
H 4.773 5.511 1.484
H 7.663 7.001 0.380
H 7.116 9.746 0.008
H 3.561 7.467 -0.166
H 3.502 9.887 -1.045
H 4.897 10.567 -1.578
H 4.356 10.953 0.007
C -1.225 7.503 -0.148
C -1.688 6.554 -1.345
N -1.419 7.209 -2.637
C -2.372 7.926 -3.338
C -1.871 8.106 -4.593
N -0.683 7.347 -4.626
C -0.458 6.809 -3.443
C 0.251 7.361 -5.720
H -1.371 7.060 0.848
H -1.657 8.502 -0.170
H -0.115 7.712 -0.210
H -2.749 6.363 -1.400
H -1.203 5.614 -1.349
H -3.329 8.275 -2.981
H -2.220 8.701 -5.424
H 0.463 6.288 -3.128
H -0.248 7.749 -6.683
H 0.533 6.323 -5.898
H 1.192 7.902 -5.448
C 0.030 2.462 -2.675
C 0.862 1.376 -3.276
N 0.608 0.098 -2.553
C -0.567 -0.555 -2.303
C -0.330 -1.374 -1.306
N 0.954 -1.256 -0.961
C 1.506 -0.330 -1.705
C 1.630 -2.029 0.116
H 0.419 3.448 -3.005
H -0.030 2.426 -1.575
H -1.012 2.302 -2.939
H 1.918 1.410 -3.031
H 0.713 1.208 -4.338
H -1.509 -0.239 -2.722
H -0.996 -2.051 -0.794
H 2.600 -0.227 -1.725
H 1.292 -1.705 1.111
H 2.702 -1.970 -0.017
H 1.378 -3.060 -0.059
C -0.198 0.177 5.704
C 0.732 1.019 4.790
N 0.161 2.362 4.553
C 0.894 3.520 4.533
C 0.109 4.515 4.062
N -1.075 3.840 3.709
C -0.987 2.587 3.965
C -2.371 4.375 3.257
H -0.093 0.597 6.698
H 0.072 -0.869 5.597
H -1.244 0.232 5.342
H 0.867 0.584 3.806
H 1.687 1.139 5.226
H 1.963 3.371 4.624
H 0.229 5.564 3.964
H -1.736 1.868 3.619
H -2.929 4.657 4.165
H -2.974 3.560 2.752
H -2.150 5.128 2.495
C -2.803 0.478 0.196
C -1.665 0.689 1.159
O -1.078 -0.293 1.693
O -1.337 1.879 1.278
H -3.105 -0.531 0.268
H -2.320 0.656 -0.758
H -3.603 1.221 0.361
C 3.820 -5.710 -1.339
C 2.689 -6.644 -0.828
O 2.176 -7.557 -1.601
O 2.262 -6.429 0.327
H 4.286 -5.266 -0.538
H 3.394 -4.952 -2.076
H 4.594 -6.319 -1.933
Cl 1.774 7.663 -1.417
P 5.552 0.060 -1.305
F 4.972 1.392 -0.617
F 6.724 0.961 -2.032
F 6.575 -0.253 -0.178
F 6.053 -1.268 -2.057
F 4.442 -0.861 -0.557
F 4.491 0.310 -2.573
*
```

Output
Maximum force: 4.2 eV/Å
LUMO energy: -5.19 eV
HOMO-LUMO gap: 8.28 eV

Results of the Löwdin charge analysis, in e, for atoms 1 through 2: -0.05 -0.15